The following is a quantum chemistry calculation of a molecular structure, C52H36Cl4N11OTi, from the OMol25 dataset.

```
105
Properties=species:S:1:pos:R:3:forces:R:3
Ti 0.13431 0.26085 -0.08582 0.162 0.495 -0.533
Cl 4.33432 0.91042 8.27355 -0.020 -0.012 -0.039
C 3.64111 0.64214 6.70776 0.024 0.095 0.099
C 3.74386 -0.61074 6.12609 -0.027 -0.004 -0.018
C 3.18839 -0.82490 4.87355 0.083 -0.037 0.014
C 2.54348 0.20762 4.20610 -0.219 0.310 -0.037
C 2.45231 1.46248 4.80848 0.019 -0.035 0.100
C 2.99568 1.68791 6.06255 0.013 -0.134 -0.032
C 1.94573 0.02983 2.85422 0.155 -0.025 0.059
C 2.52894 0.72246 1.80024 0.009 -0.052 -0.113
C 3.76584 1.43081 1.91489 -0.012 -0.041 0.018
C 4.10265 1.83532 0.67239 -0.010 0.031 -0.035
C 3.06042 1.40256 -0.20716 0.059 -0.178 -0.004
C 3.09896 1.56120 -1.58218 0.122 0.064 0.018
C 4.26389 2.27000 -2.18450 -0.094 0.058 0.037
C 5.14369 1.59425 -3.02347 0.054 0.000 0.021
C 6.22809 2.25033 -3.58451 -0.054 -0.021 0.031
C 6.42408 3.59318 -3.30575 0.101 0.098 -0.044
Cl 7.77647 4.41870 -4.00661 -0.037 -0.023 0.018
C 5.55860 4.28937 -2.47611 -0.025 -0.085 -0.004
C 4.48213 3.61923 -1.91751 -0.001 0.012 -0.057
C 2.10408 1.08906 -2.42532 -0.105 0.047 0.010
N 0.98828 0.37759 -2.03540 0.102 -0.151 -0.099
C 0.30726 0.13096 -3.20826 0.039 0.057 0.060
C -0.79299 -0.70248 -3.34351 0.021 -0.031 -0.076
C -1.37209 -0.88125 -4.70829 -0.132 0.113 0.067
C -0.91339 -1.88414 -5.55357 0.037 -0.033 -0.001
C -1.45523 -2.04071 -6.81940 -0.021 0.030 0.016
C -2.46277 -1.18434 -7.23507 -0.063 0.007 -0.109
Cl -3.14207 -1.37478 -8.81754 0.014 0.001 0.036
C -2.93661 -0.17735 -6.40925 0.067 -0.051 0.038
C -2.38435 -0.03362 -5.14577 0.002 0.001 -0.015
C -1.30165 -1.45284 -2.30106 0.087 0.002 0.015
C -2.28663 -2.47289 -2.49507 -0.015 -0.004 -0.007
C -2.43766 -3.09750 -1.31098 -0.028 -0.013 -0.019
C -1.57936 -2.43478 -0.37619 0.173 0.049 0.038
N -0.87985 -1.40996 -0.98045 -0.204 -0.225 -0.113
C -1.46907 -2.80871 0.95014 -0.065 -0.101 0.016
C -0.61681 -2.16233 1.82494 0.020 0.067 -0.064
C -0.58298 -2.43423 3.23219 0.002 -0.005 0.010
C 0.34029 -1.61162 3.76766 0.032 0.016 -0.006
C 0.89820 -0.85128 2.68731 -0.119 -0.011 0.019
N 0.27046 -1.16241 1.49445 0.024 0.011 0.169
C -2.29758 -3.93628 1.45959 -0.079 0.148 -0.031
C -1.70316 -5.10012 1.93510 0.038 -0.047 -0.016
C -2.47675 -6.14440 2.41656 -0.013 0.025 -0.010
C -3.85619 -6.01498 2.42464 -0.070 -0.064 0.039
Cl -4.82924 -7.31531 3.03059 0.023 0.045 -0.022
C -4.47092 -4.86386 1.95533 0.037 -0.020 -0.006
C -3.68614 -3.82920 1.47294 0.018 -0.050 0.068
C 0.95931 0.75475 -4.31765 -0.059 -0.050 -0.004
C 2.07930 1.33522 -3.83465 0.030 0.033 0.006
N 2.08265 0.72624 0.50042 0.281 0.020 0.060
H 4.25547 -1.40449 6.65152 0.008 -0.015 -0.012
H 3.27331 -1.79905 4.40803 0.002 -0.005 -0.003
H 1.94182 2.26901 4.29675 0.059 -0.011 -0.010
H 2.92114 2.65587 6.53692 -0.007 0.018 -0.001
H 4.33024 1.55342 2.82270 -0.009 -0.017 0.030
H 4.99473 2.35482 0.36872 0.014 -0.011 -0.022
H 4.98854 0.54228 -3.22808 -0.005 -0.004 -0.010
H 6.91878 1.72670 -4.22979 0.012 -0.001 -0.005
H 5.72717 5.33721 -2.27363 0.007 0.013 -0.006
H 3.79899 4.15726 -1.27083 0.009 0.004 0.019
H -0.12520 -2.54864 -5.22166 0.005 -0.002 0.010
H -1.10409 -2.81820 -7.48253 0.013 -0.011 -0.003
H -3.72349 0.47925 -6.75107 -0.009 0.007 -0.016
H -2.74687 0.75270 -4.49366 -0.008 0.007 0.000
H -2.76135 -2.69728 -3.43532 0.011 -0.014 -0.013
H -3.06057 -3.94511 -1.08519 0.005 -0.020 0.019
H -1.20481 -3.15308 3.73764 -0.002 -0.023 -0.012
H 0.63105 -1.51597 4.79972 0.007 -0.024 0.005
H -0.62455 -5.19749 1.91856 0.003 0.005 0.006
H -2.02012 -7.05390 2.78029 0.013 -0.001 -0.003
H -5.54921 -4.78571 1.96601 -0.006 0.001 0.010
H -4.15641 -2.92555 1.10834 -0.024 0.036 -0.045
H 0.61269 0.72030 -5.33657 -0.008 -0.009 -0.012
H 2.82432 1.88866 -4.37998 0.029 -0.010 0.005
N -1.72725 1.08462 -0.88396 0.000 -0.160 0.305
C -1.96340 2.53441 -0.86226 -0.166 -0.006 -0.028
C -0.75913 3.22636 -1.44780 -0.039 0.118 -0.091
N 0.41044 2.79516 -0.68211 -0.043 -0.206 0.053
H -1.92518 0.70637 -1.80571 0.028 0.052 -0.037
H -2.38534 0.61808 -0.22158 -0.082 0.017 -0.061
H -2.12361 2.83485 0.17367 0.036 -0.001 -0.012
H -2.87729 2.78077 -1.40827 0.045 0.028 -0.021
H -0.90487 4.31070 -1.44871 0.048 -0.020 0.025
H -0.61362 2.91699 -2.48652 -0.016 -0.024 0.013
H 0.45980 3.27763 0.20924 0.014 -0.009 0.009
H 1.25962 3.02308 -1.18422 0.027 -0.043 0.023
N -4.83577 -0.74634 2.65722 0.057 0.012 -0.017
C -5.64495 -0.75016 1.54784 -0.019 -0.023 0.086
C -4.83615 -0.39067 0.51444 -0.032 0.073 -0.030
N -3.55725 -0.15530 0.97115 -0.109 -0.151 -0.031
C -3.59810 -0.38660 2.26156 0.075 0.077 0.037
H -5.10894 -0.94480 3.60424 -0.046 -0.007 -0.009
H -6.68986 -0.99535 1.60290 -0.018 0.003 -0.038
H -5.10009 -0.27392 -0.52322 0.000 -0.008 -0.019
H -2.77430 -0.29004 2.94916 0.024 -0.007 -0.020
O -0.53001 1.32506 1.41016 -0.108 0.054 0.448
N 0.06132 2.23268 2.15085 -0.395 -0.020 -0.251
C -0.74093 2.92798 2.89270 0.410 0.013 0.125
C -0.10967 3.91870 3.72067 -0.105 -0.002 -0.022
N 0.42349 4.69759 4.37391 -0.003 0.017 0.026
C -2.16082 2.74226 2.94448 -0.071 -0.021 0.084
N -3.29901 2.60144 3.00263 -0.005 0.005 -0.044
```
Forces are in eV/Å.

Summary:
spin multiplicity: 1
highest occupied orbital energy: -10.08 eV
charge: +1
orbital gap: 5.97 eV

***

The following is a quantum chemistry calculation of a molecular structure, C52H36F14IrN10O2P in a non-equilibrium geometry, from the OMol25 dataset.

```
116
Properties=species:S:1:pos:R:3:forces:R:3
Ir 0.45007 -0.38376 0.37218 -0.241 -1.131 0.674
C -0.62794 4.85240 -2.10464 -0.228 0.380 -0.232
N -0.42966 3.75283 -1.18323 0.196 -0.602 -0.082
C -0.36995 2.43922 -1.41462 0.050 -0.379 0.380
N -0.15768 1.80056 -0.27435 -0.333 -0.099 -0.199
C -0.09916 2.79569 0.64472 -0.097 -0.091 -0.395
N -0.25608 3.97708 0.11589 0.040 0.969 0.779
C 0.13319 4.62752 -3.38615 -0.419 -0.214 -0.045
C 1.34657 5.25424 -3.64966 -0.033 -0.073 -0.149
C 1.99984 5.03702 -4.85629 0.116 -0.068 -0.214
C 1.48177 4.16426 -5.79628 0.235 0.232 -0.191
C 0.29407 3.49118 -5.51147 -0.502 -0.571 -0.280
C -0.38609 3.75029 -4.32245 0.010 0.209 0.448
C -0.24887 2.46083 -6.36390 0.130 0.242 1.826
N -0.17339 2.28136 -7.65100 0.693 0.327 -1.610
N -0.81638 1.17712 -7.94683 -0.029 0.190 -1.841
C -1.27718 0.66164 -6.83895 -0.710 -1.077 1.467
O -0.94311 1.44645 -5.79030 -0.154 -0.066 0.379
C -1.94126 -0.60305 -6.64304 0.624 1.008 0.133
C -2.66568 -1.20249 -7.67250 -0.177 -0.357 -0.494
C -3.25185 -2.43513 -7.45526 -0.012 0.235 -0.290
C -3.09434 -3.08311 -6.24037 0.074 0.111 -0.087
C -2.35660 -2.49783 -5.21343 0.408 0.423 0.374
C -2.13392 -3.27355 -3.92976 -0.182 -0.212 -0.453
N -1.89488 -2.42149 -2.79803 0.747 0.151 0.349
C -0.73943 -2.03496 -2.25805 0.083 0.208 0.325
N -0.98370 -1.20827 -1.24498 0.385 0.080 -0.298
C -2.34030 -1.11347 -1.22670 0.210 -0.059 -0.162
N -2.89934 -1.83784 -2.15103 -1.420 0.007 -0.187
C -1.79842 -1.24845 -5.41078 -0.213 -0.433 0.550
H -0.30171 5.75631 -1.58585 -0.055 -0.164 -0.071
H -1.69800 4.94587 -2.32134 0.146 0.069 0.075
H -0.47803 1.98155 -2.37571 0.008 -0.103 -0.185
H 0.05447 2.63069 1.69074 0.048 -0.028 0.259
H 1.77612 5.92333 -2.91903 0.027 0.101 0.060
H 2.92704 5.55079 -5.05794 0.067 0.017 -0.048
H 1.99073 3.98090 -6.72920 0.092 0.003 -0.101
H -1.33987 3.27439 -4.15145 -0.118 -0.033 0.081
H -2.76319 -0.69346 -8.61666 -0.046 0.034 -0.176
H -3.83135 -2.90156 -8.23471 -0.058 -0.018 -0.119
H -3.53406 -4.05657 -6.08721 -0.110 -0.126 -0.013
H -1.27208 -3.93717 -4.05730 -0.116 0.026 0.118
H -3.01866 -3.87736 -3.71047 0.187 0.028 0.021
H 0.22489 -2.34711 -2.60577 0.202 -0.167 -0.013
H -2.90187 -0.51698 -0.54076 -0.059 0.124 0.263
H -1.22537 -0.76485 -4.63150 -0.006 -0.042 0.076
F 7.82851 -2.37759 2.41516 0.048 0.072 -0.120
C 7.05553 -3.37855 2.86634 -0.021 0.127 0.050
F 7.61996 -4.52628 2.48583 0.001 -0.178 -0.084
F 7.10463 -3.33029 4.20265 -0.126 -0.066 0.172
C 5.63775 -3.25189 2.35884 0.077 0.108 -0.091
C 5.33343 -2.27684 1.41736 0.174 -0.234 0.140
C 4.03357 -2.15056 0.97564 -0.202 0.003 0.057
C 3.02997 -2.97589 1.47271 -0.106 0.244 0.071
C 3.35105 -3.98730 2.37483 0.047 0.063 -0.060
C 4.65594 -4.12119 2.82102 0.116 0.089 -0.027
P 1.38529 -2.71749 0.72738 -0.137 0.357 0.129
C 1.62983 -3.91378 -0.63900 -0.242 0.103 0.006
C 2.33341 -3.45358 -1.75311 -0.064 -0.050 0.035
C 2.64629 -4.31179 -2.78746 -0.061 -0.147 0.018
C 2.24667 -5.64225 -2.71106 -0.013 -0.136 -0.048
C 1.56445 -6.11674 -1.59946 0.149 -0.029 -0.312
C 1.26223 -5.25181 -0.56077 0.007 0.180 0.017
C 2.58431 -6.54173 -3.87737 -0.020 0.084 -0.011
F 3.90552 -6.62107 -4.06637 0.119 0.020 0.043
F 2.05919 -6.04642 -5.01785 -0.084 0.144 -0.098
F 2.11258 -7.77765 -3.73904 -0.079 -0.155 0.180
C 0.12539 -3.42690 1.82407 0.033 -0.005 -0.137
C -1.09298 -3.79150 1.24840 0.268 -0.088 0.083
C -2.16714 -4.13966 2.04336 -0.011 0.086 0.196
C -2.02686 -4.11236 3.42470 -0.060 -0.039 -0.009
C -0.81908 -3.75194 4.01083 -0.236 0.034 -0.097
C 0.24583 -3.37778 3.21136 0.103 -0.200 -0.190
C -3.18814 -4.49847 4.31089 0.086 0.050 0.066
F -3.27797 -3.68123 5.36634 0.084 0.147 0.184
F -3.04652 -5.74405 4.78182 0.075 -0.142 0.018
F -4.35760 -4.44283 3.67020 -0.124 -0.010 -0.253
H 6.10997 -1.63400 1.02989 0.050 0.009 0.004
H 3.78572 -1.41478 0.22433 0.007 0.100 -0.003
H 2.60029 -4.68365 2.71816 -0.077 -0.008 0.060
H 4.91314 -4.90148 3.52445 0.006 -0.007 0.034
H 2.65045 -2.41933 -1.79843 0.007 0.109 -0.018
H 3.19852 -3.96530 -3.64956 0.043 0.030 -0.042
H 1.27977 -7.15655 -1.54117 -0.011 -0.067 -0.019
H 0.75081 -5.62983 0.31102 -0.084 -0.019 0.093
H -1.19161 -3.81809 0.17166 -0.064 0.020 -0.106
H -3.11149 -4.41317 1.59933 -0.085 -0.039 -0.013
H -0.72057 -3.75168 5.08601 -0.010 0.057 0.094
H 1.17445 -3.06133 3.66479 0.021 0.031 0.068
N 2.35639 0.72501 0.52873 0.520 0.240 0.254
C 3.39558 0.95376 1.00145 -1.186 -0.319 -0.757
N 4.56800 1.16773 1.47567 0.515 0.062 0.195
C 5.63994 1.75101 0.68319 0.631 0.624 -0.140
C 6.11063 3.06132 1.34577 -0.168 -0.229 -0.479
O 6.41307 2.85997 2.69559 0.363 0.086 0.099
C 5.31529 2.39388 3.42919 -0.390 -0.557 0.130
C 4.87173 1.02163 2.89116 0.298 0.393 0.860
H 5.29589 1.93375 -0.33461 -0.001 -0.044 0.040
H 6.48044 1.05052 0.66358 -0.095 -0.048 -0.029
H 5.33044 3.82854 1.23429 0.035 -0.008 0.011
H 7.03222 3.40622 0.87459 -0.142 0.007 -0.075
H 4.47584 3.10236 3.36993 0.056 -0.016 0.043
H 5.64755 2.30319 4.46307 -0.111 0.008 -0.029
H 4.00384 0.63792 3.42524 -0.005 -0.013 -0.047
H 5.70838 0.32352 2.99594 -0.124 -0.050 -0.032
F -2.87993 -0.43386 1.66133 -0.354 0.023 -0.242
C -1.98053 -0.30065 2.64807 0.854 -0.008 0.318
C -0.62376 -0.30448 2.34091 0.347 0.214 -0.170
C 0.22393 -0.20376 3.43791 -0.567 0.012 -0.261
F 1.56378 -0.27437 3.20356 0.081 0.074 0.315
C -0.20962 -0.05358 4.74927 -0.095 -0.034 -0.373
F 0.67648 0.07486 5.73607 -0.067 -0.032 0.112
C -1.58089 -0.04230 5.01152 0.268 -0.131 -0.527
F -2.02255 0.09097 6.25029 -0.050 -0.007 0.083
C -2.47140 -0.19446 3.94951 0.406 0.007 -0.191
F -3.77969 -0.23028 4.16768 -0.081 0.035 0.110
```
Forces are in eV/Å.

Summary:
spin multiplicity: 5
highest occupied orbital energy (alpha / beta): -11.40 / -12.68 eV
charge: +2
orbital gap (alpha / beta): 5.23 / 2.72 eV

***

ΔE to the lowest compared entry with this formula, charge and spin, respectively: 0.00, 0.00 kcal per mole.